Below is C37H28BrCsIN5O3STe as an isolated structure, with properties calculated with the ωB97M-V functional and the def2-TZVPD basis.

Calculated values
HOMO level in eV: -1.5
Energy above the lowest of the compared OMol25 structures with the same formula, charge and spin in kJ/mol: 193.47
Total charge: -2

Geometry as XYZ:
```
78
C37H28BrCsIN5O3STe (the ωB97M-V functional and the def2-TZVPD basis)
I 0.674 4.303 1.732
C 3.728 2.093 -4.433
H -0.829 4.502 -3.206
H -5.220 -0.050 -3.038
N -2.200 -3.249 1.208
Te -0.057 3.183 -1.008
H 0.837 -0.652 4.281
H 3.047 2.479 5.900
H -4.117 -0.810 -5.160
H 3.354 4.613 7.140
C 2.619 3.398 5.519
H -4.988 -2.814 2.978
H -3.793 0.777 -1.198
H 2.289 6.682 6.283
C 1.488 5.698 4.552
C -3.491 7.264 -1.396
H -2.251 3.071 0.704
C -3.728 5.267 -0.085
C -2.150 -0.413 -4.398
O 1.540 1.319 0.223
H -1.594 -0.773 -5.253
N 1.555 -0.241 2.407
H -1.783 7.324 -2.693
H 1.626 1.867 -4.755
H -4.262 4.689 0.661
C -4.205 -3.349 2.459
C 0.138 0.050 -3.478
C -2.337 6.744 -1.963
C -3.528 -0.440 -4.328
H 3.901 2.572 -5.391
C 2.201 5.750 5.742
H -5.080 6.929 0.010
C -2.579 4.733 -0.661
H -3.843 8.247 -1.685
S -3.319 -0.834 1.807
O -1.222 -2.618 0.638
C 2.360 0.353 0.164
O 0.565 -0.627 -4.438
C 2.780 4.588 6.222
C -3.161 -5.371 1.743
C -3.345 0.464 -2.137
C 2.453 1.696 -4.076
H 3.785 -1.974 0.614
C 4.781 1.859 -3.556
H -3.104 -6.448 1.670
Cs -0.498 -0.250 0.206
C 3.146 -1.745 1.456
C 2.366 -0.596 1.395
C 1.333 4.549 3.808
Br 0.668 7.343 3.971
H -4.982 -5.286 2.902
C -4.195 -4.720 2.418
H -1.330 -4.992 0.639
H 2.148 -2.775 4.525
C -4.145 -0.012 -3.163
C -3.228 -2.543 1.832
C -1.410 0.078 -3.321
C 2.228 -2.175 3.626
C 1.913 3.386 4.329
H -2.669 2.622 -0.945
C -2.113 3.338 -0.344
C 3.064 -2.546 2.581
C 3.239 0.800 -1.974
N -2.017 0.552 -2.224
C 2.153 1.048 -2.866
H 0.192 5.601 -2.294
H 5.324 1.006 -1.663
C -2.186 -4.600 1.167
N 0.807 0.767 -2.594
C -0.624 4.885 -2.203
H 1.806 2.458 3.777
C 4.520 1.214 -2.361
C -1.869 5.484 -1.603
C 1.493 -1.005 3.491
H 3.653 -3.454 2.648
C -4.185 6.525 -0.448
N 3.192 0.058 -0.784
H 5.789 2.175 -3.799
```

Atom charges from the Löwdin analysis, given in e for atoms 1 to 8: number 1, I, carries 0.8944; number 2, C, carries -0.1388; number 3, H, carries 0.0544; number 4, H, carries 0.0917; number 5, N, carries -0.2522; number 6, Te, carries 1.3458; number 7, H, carries 0.1048; number 8, H, carries 0.0963



Below is C37H28ClCoN7O as an isolated structure, with properties calculated with the ωB97M-V functional and the def2-TZVPD basis.

Calculated values
Expectation value of S²: 0.76
HOMO level (alpha / beta) in eV: -6.4 / -6.4
Multiplicity: 2
Energy above the lowest of the compared OMol25 structures with the same formula, charge and spin in kJ/mol: 337.01
Total charge: 0

Geometry as XYZ:
```
75
C37H28ClCoN7O (the ωB97M-V functional and the def2-TZVPD basis)
N -1.343 -1.404 1.092
H 1.447 0.973 -6.029
H 3.431 -5.008 0.046
H 2.093 -4.924 -2.066
Co 0.073 0.115 1.358
C -1.438 -2.493 1.802
N -1.019 0.859 -0.302
C 0.844 0.236 -5.483
C 2.052 -4.117 -1.346
C 0.133 4.291 0.497
C 1.161 -1.922 -0.732
C -2.205 -1.209 0.055
N 0.403 -0.841 -1.195
C 1.728 -0.534 3.970
H -0.727 -2.592 2.615
N 1.568 -1.129 1.618
H 2.170 2.007 2.790
C 1.140 0.633 6.447
N 0.408 0.329 -0.443
C 0.071 -1.838 -3.377
O -0.409 0.276 3.221
C -2.386 -3.496 1.553
C 0.485 0.151 4.136
H -4.787 -2.655 -1.641
H -0.422 -1.766 -4.339
H -2.702 0.975 -2.478
H -2.404 -4.380 2.174
H 0.923 1.083 7.408
C -2.859 0.140 -1.811
C 2.638 -3.149 0.738
C -3.254 -3.329 0.513
H 3.178 -3.237 1.668
C -0.750 5.083 -0.279
C -1.866 3.068 -1.013
C 1.814 -2.040 0.532
H -2.444 5.073 -1.555
Cl 3.495 -0.161 7.577
H 1.294 5.930 1.294
H -3.995 -4.083 0.278
C 2.623 -0.627 5.056
H -0.636 6.159 -0.282
C 1.146 4.856 1.309
C -3.182 -2.159 -0.280
N 0.053 0.892 -4.469
H 0.232 -0.298 -6.218
H 3.551 -1.172 4.924
C -2.064 -0.019 -0.712
H 0.185 2.763 -5.423
C -4.028 -1.925 -1.388
C 0.205 0.610 -3.115
H 0.283 1.469 -2.458
H -2.664 2.641 -1.598
H 2.908 -1.978 2.937
H -0.788 2.721 -3.944
C 1.262 -3.018 -1.630
H -1.431 2.044 -5.445
C 0.260 -0.627 -2.601
C 0.240 0.717 5.422
C 0.524 -2.989 -2.892
C 2.352 -0.047 6.260
C -0.524 2.160 -4.841
C 2.105 -1.262 2.774
C -0.011 2.892 0.513
N 0.729 2.112 1.363
H -0.703 1.233 5.551
H 0.407 -3.920 -3.433
C 2.782 -4.172 -0.173
H 1.519 -0.482 -5.017
H 2.680 4.457 2.739
C 1.633 2.670 2.119
C -1.743 4.479 -0.983
C -3.859 -0.798 -2.136
C -1.004 2.266 -0.324
C 1.903 4.055 2.104
H -4.485 -0.619 -3.001
```

Atom charges from the Löwdin analysis, given in e for atoms 1 to 8: number 1, N, carries 0.0955; number 2, H, carries 0.0811; number 3, H, carries 0.1016; number 4, H, carries 0.1114; number 5, Co, carries 0.4571; number 6, C, carries -0.0867; number 7, N, carries -0.0337; number 8, C, carries -0.0842



Below is C37H29Cl2GeN3NiO2S as an isolated structure, with properties calculated with the ωB97M-V functional and the def2-TZVPD basis.

Calculated values
Expectation value of S²: 2.01
HOMO level (alpha / beta) in eV: -0.1 / -0.1
Multiplicity: 3
Total charge: -2

Geometry as XYZ:
```
76
C37H29Cl2GeN3NiO2S (the ωB97M-V functional and the def2-TZVPD basis)
C -2.210 -1.051 2.300
H -5.002 4.052 -3.986
H 3.492 6.216 -4.716
H 1.572 5.208 -5.913
H 0.620 -4.740 0.998
H -2.837 6.565 2.282
H 0.497 0.816 -2.268
C 1.611 -1.791 -1.227
N -0.712 -2.536 1.356
C -3.868 0.434 3.334
C 3.485 3.072 0.905
H -0.003 5.869 -0.843
C 0.767 4.215 -2.745
C 0.693 4.381 -4.132
H -2.813 0.825 -5.762
H -2.689 2.743 0.326
C 0.231 -2.659 0.492
C -2.438 -1.953 3.379
H 1.882 -0.925 -1.826
H -2.876 0.827 1.471
C -4.118 3.425 -4.028
C -2.318 3.757 0.440
C -1.362 6.347 0.735
H 3.067 -3.042 -2.151
H 0.732 3.253 3.548
C 2.266 2.418 0.612
H 2.418 -5.027 -0.669
C -4.064 -0.451 4.400
C -1.258 4.183 -0.377
C -2.980 0.148 2.311
H -4.824 2.271 -5.699
C -4.019 2.428 -4.991
C -2.890 1.618 -5.027
H -4.761 -0.224 5.199
C -0.801 5.495 -0.215
C -3.290 0.219 -1.452
C -3.095 3.609 -3.102
H -3.474 -2.354 5.204
H -1.883 -2.880 3.386
H -0.986 7.358 0.839
H -3.194 4.381 -2.346
Ge -0.527 3.014 -1.796
H -3.690 4.250 2.014
C 2.735 5.665 -4.169
N -1.311 -1.269 1.312
C 2.717 3.874 3.027
C -3.336 -1.644 4.390
C 2.836 5.514 -2.791
H -4.157 0.873 -1.632
H 4.679 4.248 2.217
C 0.929 -3.929 0.350
C 2.284 -2.965 -1.407
O -3.366 -0.956 -1.797
C 1.911 -4.073 -0.566
Cl 4.801 3.020 -0.243
N 0.620 -1.590 -0.333
C 1.867 4.797 -2.095
H 2.879 4.435 3.939
Ni -0.588 0.042 -0.004
Cl -0.214 1.654 1.646
H 1.978 4.689 -1.019
C 0.414 1.360 -1.321
H 3.682 5.934 -2.258
C 1.524 3.227 2.808
C 1.659 5.097 -4.839
O -2.305 0.826 -0.869
C -2.401 5.904 1.541
C -1.952 2.806 -3.126
C 1.310 2.502 1.644
C -2.879 4.607 1.389
S 2.138 1.687 -0.971
C 3.715 3.777 2.071
H -1.003 1.150 -4.126
H -0.142 3.948 -4.675
C -1.868 1.808 -4.102
H -4.436 1.361 3.296
```

Atom charges from the Löwdin analysis, given in e for atoms 1 to 8: number 1, C, carries -0.3144; number 2, H, carries 0.0891; number 3, H, carries 0.0857; number 4, H, carries 0.0873; number 5, H, carries 0.0847; number 6, H, carries 0.0874; number 7, H, carries -0.0159; number 8, C, carries -0.2078



Below is C37H29Cl2N4O4Ru as an isolated structure, with properties calculated with the ωB97M-V functional and the def2-TZVPD basis.

Calculated values
Expectation value of S²: 6.05
HOMO level (alpha / beta) in eV: -16.1 / -16.2
Multiplicity: 5
Total charge: +3

Geometry as XYZ:
```
77
C37H29Cl2N4O4Ru (the ωB97M-V functional and the def2-TZVPD basis)
H -6.043 2.284 3.724
N 0.987 -0.887 -4.380
H -1.167 1.908 3.075
Cl 3.748 -0.095 -4.713
C -0.540 3.422 -0.431
H 4.462 -4.265 -2.396
Cl -0.217 -3.216 -2.666
C 2.007 -1.684 1.870
C 0.321 2.621 0.302
O -1.742 -2.383 4.711
C 0.224 -2.403 3.210
H -1.591 0.488 5.544
C 2.383 -3.754 -2.499
C 3.687 1.021 0.054
H 1.444 -0.422 -5.161
H -4.868 3.827 2.193
C -1.027 0.047 -0.571
C -0.281 0.132 -1.920
H 5.216 -2.211 -3.568
C 2.216 3.615 -0.756
N -1.055 -0.507 3.781
H -0.672 4.988 -1.884
C 2.529 -0.426 1.283
N 0.904 -1.437 2.576
H -4.805 0.515 4.908
C 1.836 -1.713 -3.685
H -4.163 -0.058 -4.548
C 1.699 2.677 0.132
C -0.009 4.346 -1.319
H 0.644 -0.436 -1.832
C -4.980 2.174 3.555
C 4.163 -2.392 -3.393
H 4.715 1.294 0.261
C 3.734 -3.535 -2.725
C -2.703 -1.349 5.191
C -2.421 -0.011 -3.298
C -2.276 1.897 3.135
C 0.652 -3.709 3.161
C -2.412 -0.657 -5.638
O -2.129 0.525 -0.435
H -1.612 3.310 -0.331
C -4.324 3.038 2.694
C 1.368 4.452 -1.467
C -4.284 1.163 4.211
C -2.928 1.007 3.993
H 1.786 5.192 -2.136
C 2.652 1.797 0.910
H -0.030 1.197 -1.983
C 1.813 -3.985 2.436
C -0.917 -1.790 3.926
H -2.759 -1.438 6.269
C -2.088 -0.014 4.711
H -0.118 1.929 1.028
N 1.962 0.692 1.606
C 1.436 -2.850 -2.942
H -2.441 3.594 1.829
H 0.100 -4.486 3.676
C -1.061 -0.856 -5.562
H 2.049 -4.658 -2.008
H -3.669 -1.572 4.748
H 3.497 1.091 -1.014
H 3.159 2.409 1.657
O -0.338 -0.497 0.417
C -0.389 -0.706 -4.332
C -3.096 -0.232 -4.498
H 2.180 -5.002 2.386
H 3.413 -3.162 1.227
H -0.503 -1.185 -6.432
H -2.937 -0.836 -6.567
C -1.063 -0.244 -3.169
C 2.504 -2.967 1.783
C 3.230 -1.501 -3.861
H -2.964 0.346 -2.440
H 3.292 3.700 -0.880
O 3.512 -0.394 0.446
C -2.959 2.901 2.477
Ru 0.054 0.322 2.345
```

Atom charges from the Löwdin analysis, given in e for atoms 1 to 8: number 1, H, carries 0.1281; number 2, N, carries 0.1488; number 3, H, carries 0.0663; number 4, Cl, carries 0.8058; number 5, C, carries -0.0612; number 6, H, carries 0.1294; number 7, Cl, carries 0.8551; number 8, C, carries -0.1213



Below is C37H29GeNO3OsP as an isolated structure, with properties calculated with the ωB97M-V functional and the def2-TZVPD basis.

Calculated values
Expectation value of S²: 8.78
HOMO level (alpha / beta) in eV: -13.6 / -14.0
Multiplicity: 6
Energy above the lowest of the compared OMol25 structures with the same formula, charge and spin in kJ/mol: 33.69
Total charge: +2

Geometry as XYZ:
```
73
C37H29GeNO3OsP (the ωB97M-V functional and the def2-TZVPD basis)
C 0.243 -2.188 0.692
H -1.528 -4.852 1.780
C -1.613 -4.048 -0.206
H -1.518 5.676 -0.174
C -2.856 -0.499 1.778
H 2.277 3.007 4.880
H -0.969 -2.206 -7.311
C -1.314 3.666 0.574
C 0.183 -1.330 -3.740
C 2.208 2.486 3.934
C -1.650 -0.055 2.326
H 5.152 -2.634 -0.168
H -2.336 -4.773 -0.558
C 3.428 -0.061 -2.477
H -1.480 -3.071 -2.107
C 0.705 -1.963 -5.995
C -0.570 3.087 -0.514
C 3.289 1.459 2.041
C -0.226 -3.164 1.557
C -1.618 2.754 1.596
H 0.135 -3.199 2.577
C 3.283 -1.878 -0.886
H -2.646 -1.631 -5.589
C -0.647 -1.954 -6.310
C -1.779 4.980 0.613
O -2.046 1.333 -2.383
C 0.882 1.507 2.187
C 3.366 2.133 3.251
H -1.916 -1.082 -3.301
C -2.443 3.134 2.632
H -2.986 6.363 1.702
C 0.965 2.180 3.406
C 4.813 -0.096 -2.394
H 5.407 0.593 -2.980
C 5.429 -1.020 -1.559
C 2.665 -0.961 -1.734
H 1.995 0.597 0.571
H 1.437 -2.222 -6.749
H 6.509 -1.053 -1.501
O -0.043 3.434 -1.541
H 2.183 -1.658 -4.471
C -2.009 -1.412 4.266
C -3.637 -1.392 2.487
H 0.970 -1.462 1.046
C -2.600 5.353 1.664
C -3.216 -1.844 3.732
Os -0.268 1.141 -0.908
H 4.334 2.388 3.662
N -2.653 2.166 -3.025
H -1.685 -1.773 5.233
C -1.137 -3.083 -1.080
H -0.265 -0.195 3.971
H -3.831 -2.540 4.287
H 4.192 1.175 1.518
C 4.670 -1.908 -0.810
O -3.774 2.261 -3.296
Ge 0.696 -0.886 -1.889
C -0.179 -2.170 -0.641
C -1.214 -0.520 3.563
H 0.065 2.477 3.930
P -0.718 1.170 1.403
H -2.701 2.434 3.418
H -3.614 4.737 3.447
H -3.170 -0.147 0.801
H -4.576 -1.739 2.075
C -1.178 -1.314 -4.060
H 2.697 -2.587 -0.316
H 2.950 0.659 -3.133
C 1.127 -1.639 -4.713
C -1.157 -4.090 1.106
C -1.592 -1.633 -5.344
C 2.049 1.144 1.510
C -2.945 4.437 2.651
```

Atom charges from the Löwdin analysis, given in e for atoms 1 to 8: number 1, C, carries -0.1574; number 2, H, carries 0.1193; number 3, C, carries -0.0472; number 4, H, carries 0.1393; number 5, C, carries -0.0867; number 6, H, carries 0.1217; number 7, H, carries 0.1183; number 8, C, carries -0.2186



Below is C37H30AlClIN2OP2Se as an isolated structure, with properties calculated with the ωB97M-V functional and the def2-TZVPD basis.

Calculated values
HOMO level in eV: -10.8
Energy above the lowest of the compared OMol25 structures with the same formula, charge and spin in kJ/mol: 139.14
Total charge: +1

Geometry as XYZ:
```
76
C37H30AlClIN2OP2Se (the ωB97M-V functional and the def2-TZVPD basis)
H -0.294 -2.744 -1.934
H 3.058 0.626 -0.437
C 3.919 -1.995 2.239
H -3.105 1.282 -2.609
H 0.311 5.388 0.075
H 1.552 0.459 -1.929
C 1.930 -2.349 4.203
C 0.154 -1.798 -1.620
I 0.552 -2.543 5.737
C 0.049 -5.348 1.050
C 0.536 4.729 0.926
H -1.029 -0.703 -3.053
H -6.148 -0.518 -0.766
C -0.876 3.784 -3.127
C 3.151 -3.058 4.264
H 1.209 -2.011 -1.417
Se -0.232 2.217 2.220
C 0.073 -4.152 0.346
H 0.097 4.129 -2.797
C 3.316 -0.129 0.291
C -1.159 -3.093 2.121
C 1.854 2.910 -0.739
C -4.391 -1.486 -1.523
C -0.530 -3.014 0.877
C -0.589 -5.422 2.278
H -4.343 2.567 -4.318
C -1.585 4.517 -4.066
H -4.972 0.513 1.150
C 0.022 -0.795 -2.768
C 1.669 -1.494 3.159
C 2.683 -1.323 2.183
N 2.394 -0.416 1.195
H -1.693 -4.341 3.770
H -3.379 4.651 -5.233
N -0.475 5.867 3.048
O 0.561 -0.783 3.007
C -1.195 -4.292 2.811
P -0.613 -1.418 0.002
C 2.641 3.750 0.163
C -3.071 -0.319 0.626
C -0.030 5.369 2.115
H 0.532 -1.225 -3.633
H -4.905 -1.945 -2.357
C 4.566 -0.753 0.281
H 5.821 -2.186 1.251
H -2.558 0.168 1.448
H 5.284 -0.487 -0.480
C -3.033 -1.706 -1.346
H 0.525 -6.225 0.630
H 0.841 1.111 -3.396
H 3.721 3.683 0.139
H 2.358 2.437 -1.574
C 0.545 2.698 -0.527
H -1.167 5.434 -4.460
C -5.088 -0.688 -0.626
C -0.147 3.389 0.618
C -2.829 4.076 -4.500
C -4.430 -0.109 0.450
C -2.669 2.179 -3.036
C 0.612 0.581 -2.470
Al 0.534 0.170 1.498
H -1.191 3.581 0.369
H -1.626 -2.218 2.557
C 2.036 4.588 1.000
H 0.580 -4.128 -0.609
H -0.616 -6.357 2.820
H 3.326 -3.733 5.091
H -2.506 -2.347 -2.043
C -2.369 -1.116 -0.274
H 2.587 5.219 1.683
C 4.860 -1.689 1.240
C 4.117 -2.898 3.314
Cl 5.601 -3.776 3.425
C -3.370 2.906 -3.988
P -0.550 1.549 -1.407
C -1.413 2.607 -2.610
```

Atom charges from the Löwdin analysis, given in e for atoms 1 to 8: number 1, H, carries 0.0837; number 2, H, carries 0.0931; number 3, C, carries -0.1507; number 4, H, carries 0.0914; number 5, H, carries 0.1673; number 6, H, carries 0.0511; number 7, C, carries -0.6190; number 8, C, carries -0.3228